This record from OMol25 describes a structure of composition C32H27ClIMnNOPSi. The level of theory is wB97M-V/def2-TZVPD.

The geometry in XYZ format:
```
66
Properties=species:S:1:pos:R:3:forces:R:3
Mn -1.0644 0.8473 0.1618 -0.063 -0.402 -0.068
C 5.1577 2.2084 0.8187 0.034 -0.020 -0.029
C 3.9665 2.6160 1.4019 -0.034 -0.004 0.003
C 2.7579 2.2145 0.8560 -0.051 0.049 0.004
C 2.7298 1.4044 -0.2769 0.099 0.047 -0.077
C 3.9294 1.0097 -0.8662 -0.073 -0.051 0.039
C 5.1378 1.4092 -0.3157 0.015 0.029 0.044
P 1.1164 0.9845 -0.9870 -0.304 -0.109 0.030
C 1.4031 -0.2994 -2.2235 -0.028 0.046 -0.054
C 1.9504 -1.5203 -1.8311 0.013 0.007 0.031
C 2.1138 -2.5355 -2.7573 0.001 -0.002 0.008
C 1.7079 -2.3498 -4.0732 -0.014 0.004 -0.007
C 1.1376 -1.1474 -4.4601 0.006 -0.002 -0.013
C 0.9844 -0.1210 -3.5380 0.053 0.015 0.009
C 0.3623 2.4331 -1.7224 0.035 -0.064 0.080
C 0.7519 3.3770 -2.6705 0.008 -0.008 0.004
C -0.1459 4.3842 -2.9718 0.021 -0.002 -0.018
C -1.3925 4.4363 -2.3404 -0.044 0.020 0.006
C -1.7641 3.4948 -1.3946 0.038 -0.008 0.010
C -0.8719 2.4697 -1.0677 -0.030 0.091 0.065
H 6.1025 2.5176 1.2457 0.005 0.001 0.003
H 3.9786 3.2470 2.2809 -0.004 0.005 -0.001
H 1.8261 2.5525 1.2958 -0.011 -0.006 0.024
H 3.9185 0.3867 -1.7506 0.008 -0.001 -0.014
H 6.0660 1.0977 -0.7761 0.004 -0.004 -0.004
H 2.2392 -1.6791 -0.7987 -0.015 -0.003 0.005
H 2.5433 -3.4800 -2.4495 0.006 -0.001 -0.013
H 1.8271 -3.1487 -4.7934 0.002 -0.005 -0.001
H 0.8095 -1.0039 -5.4811 -0.002 -0.004 -0.004
H 0.5354 0.8165 -3.8414 -0.008 -0.011 0.002
H 1.7210 3.3274 -3.1526 0.007 0.008 -0.001
H 0.1123 5.1397 -3.7027 0.009 0.002 -0.004
H -2.0770 5.2345 -2.6016 -0.008 -0.002 0.003
H -2.7350 3.5446 -0.9169 -0.008 0.007 -0.004
Cl -4.3142 1.6674 6.2424 -0.011 0.004 0.054
C -3.8876 1.5349 4.5636 -0.065 0.001 -0.082
C -4.8673 1.5608 3.6125 0.043 0.000 0.097
C -4.5536 1.4463 2.2497 0.068 -0.005 -0.136
I -6.0795 1.4875 0.8396 0.018 -0.001 0.009
C -3.2485 1.3064 1.8051 -0.175 0.046 0.107
O -2.9271 1.1958 0.5490 0.339 0.003 -0.102
C -2.2265 1.2978 2.8154 -0.033 0.020 0.045
N -0.9485 1.1709 2.3644 0.017 0.007 0.101
C 0.0311 1.0990 3.2368 0.007 -0.023 -0.171
C -0.1771 1.1837 4.6197 -0.064 0.013 0.127
C -1.4500 1.3398 5.0951 0.069 -0.001 -0.034
C -2.5302 1.3967 4.1914 0.014 -0.008 -0.086
H -5.9011 1.6661 3.9106 0.002 0.001 0.023
H 1.0294 0.9533 2.8408 0.000 0.026 -0.019
H 0.6675 1.1231 5.2911 0.007 -0.006 0.000
H -1.6455 1.4125 6.1558 0.012 -0.005 0.012
C -1.3108 -4.5076 -2.0734 0.008 0.003 0.077
Si -0.9283 -4.2174 -0.2604 -0.022 0.006 -0.006
C 0.7865 -4.8740 0.1355 -0.067 0.030 -0.002
C -2.2067 -5.0696 0.8132 0.060 0.056 -0.042
C -0.9654 -2.4137 0.0607 0.028 -0.108 0.028
C -1.0149 -1.2044 0.2272 0.067 0.324 -0.066
H -1.4022 -5.5738 -2.2930 0.011 -0.010 0.000
H -0.5240 -4.0928 -2.7062 0.012 0.023 -0.003
H -2.2483 -4.0212 -2.3477 -0.014 -0.003 0.005
H 0.8660 -5.9406 -0.0857 -0.010 -0.010 -0.004
H 1.0262 -4.7272 1.1901 -0.003 0.004 0.009
H 1.5394 -4.3487 -0.4552 0.004 -0.007 0.007
H -2.2183 -6.1487 0.6467 0.016 -0.010 -0.017
H -3.2025 -4.6801 0.5952 -0.012 0.002 0.001
H -2.0038 -4.8901 1.8703 0.002 0.005 0.008
```
Positions in Å, forces in eV/Å.

Computed properties:
Highest occupied orbital energy (alpha / beta), eV: -7.53 / -7.67
2S+1: 5
⟨S²⟩: 6.1194
Charge: 0
LUMO energy (alpha / beta), eV: -0.5200 / -0.3118

Here are the Löwdin charges for atoms 1 to 8, given in e: 0.739 -0.079 -0.076 -0.102 -0.330 -0.077 -0.073 1.072

=====

This record from OMol25 describes a structure of composition C32H27F2N5O4S2V. The level of theory is wB97M-V/def2-TZVPD.

The geometry in XYZ format:
```
73
Properties=species:S:1:pos:R:3:forces:R:3
V -1.0824 -0.8087 -0.8176 -2.335 -2.290 1.952
C -3.1740 -4.3470 -0.6344 0.259 0.136 0.315
S -2.7317 -4.2153 1.1168 -0.054 0.269 -0.143
C -2.4393 -2.5227 1.3576 0.107 -0.440 0.925
S -2.0176 -2.0802 2.9172 -0.231 -0.239 0.151
N -2.5157 -1.6891 0.3110 -1.029 -2.056 -0.717
N -2.4062 -0.4026 0.4286 -1.911 2.913 2.888
C -2.9298 0.3463 1.3329 -0.350 -0.637 -0.042
C -2.6460 1.7587 1.4074 0.237 1.034 0.118
C -3.3736 2.5837 2.2755 0.037 -0.417 -0.305
C -3.0419 3.9215 2.3622 0.240 0.140 -0.150
C -1.9889 4.3950 1.5902 -0.266 -0.081 0.180
C -1.3338 3.5034 0.7497 0.016 0.261 -0.018
N -1.6460 2.2277 0.6508 0.030 -0.267 0.272
H -3.7614 -5.2535 -0.7405 -0.037 -0.065 -0.002
H -3.7571 -3.4780 -0.9231 -0.003 -0.032 -0.120
H -2.2562 -4.4211 -1.2109 -0.081 0.009 -0.131
H -3.6137 -0.0798 2.0667 0.133 -0.018 -0.263
H -4.1950 2.1762 2.8463 -0.011 -0.071 0.099
H -3.5891 4.5824 3.0215 0.017 -0.003 -0.002
H -1.6873 5.4284 1.6440 0.071 0.105 -0.040
H -0.5138 3.8356 0.1240 0.076 0.076 -0.012
O 0.0871 -0.3497 1.4125 0.029 0.354 -0.366
C 1.3077 -1.0413 1.2238 0.380 -0.747 -0.585
C 1.1010 -2.1658 0.1093 1.636 0.501 1.192
O 2.0709 -2.7066 -0.3771 0.007 -0.197 -0.127
O -0.1164 -2.3836 -0.1295 -1.325 -0.719 -0.629
C 2.3434 -0.0947 0.6758 -0.005 0.250 0.078
C 1.9893 1.1536 0.1767 0.053 -0.105 0.255
C 2.9608 1.9748 -0.3684 0.107 0.157 -0.029
C 4.2790 1.5572 -0.4322 0.010 0.118 -0.060
C 4.6315 0.3133 0.0658 0.062 -0.040 -0.009
C 3.6701 -0.5088 0.6221 -0.007 0.106 0.004
C 1.7587 -1.6583 2.5338 -0.116 0.035 0.082
C 1.9411 -0.7914 3.6082 0.032 -0.075 -0.076
C 2.3516 -1.2751 4.8353 -0.032 0.147 0.029
C 2.5786 -2.6312 5.0040 -0.008 -0.064 0.070
C 2.3699 -3.5000 3.9476 0.060 -0.058 0.092
C 1.9571 -3.0194 2.7152 -0.008 0.068 -0.084
H -0.4308 -0.8386 2.0853 -0.131 0.018 -0.095
H 0.9583 1.4792 0.2289 -0.045 0.009 0.023
H 2.6890 2.9483 -0.7503 -0.048 0.104 -0.071
H 5.0309 2.1992 -0.8679 0.058 0.068 -0.027
H 5.6601 -0.0167 0.0251 0.064 -0.014 -0.003
H 3.9432 -1.4739 1.0193 0.005 -0.084 -0.001
H 1.7601 0.2652 3.4632 0.036 0.082 0.014
H 2.4971 -0.5889 5.6569 0.025 0.027 0.091
H 2.9094 -3.0063 5.9611 0.022 -0.057 0.079
H 2.5340 -4.5596 4.0813 -0.005 -0.073 -0.002
H 1.8034 -3.7076 1.8973 0.008 -0.025 -0.071
O 0.2560 -0.5061 -1.7066 4.027 0.200 -1.460
C 0.8990 0.2407 -2.5341 1.012 2.055 -2.364
C 2.2104 -0.0553 -2.9396 -0.473 -0.149 0.364
C 2.8488 0.7524 -3.8530 -0.180 0.058 0.038
C 2.1890 1.8458 -4.4047 0.026 0.086 -0.086
C 0.8962 2.1464 -4.0283 -0.054 -0.058 0.186
C 0.2285 1.3674 -3.0821 0.820 -0.765 0.203
C -1.1441 1.5745 -2.6895 -0.240 0.194 -0.065
N -1.8268 0.8493 -1.8049 0.387 0.499 -0.880
C -3.1078 1.3036 -1.8292 -0.665 0.478 -0.292
C -3.2135 2.3300 -2.7170 -0.421 -0.284 0.424
N -1.9697 2.4996 -3.2472 0.475 -0.168 0.063
H 2.6949 -0.9189 -2.5061 0.011 -0.067 0.095
H 3.8657 0.5349 -4.1420 0.073 -0.053 -0.039
H 2.6870 2.4517 -5.1454 0.037 0.114 -0.042
H 0.4029 2.9964 -4.4753 -0.047 0.136 -0.083
H -3.8840 0.8586 -1.2362 -0.023 -0.010 0.024
H -4.0523 2.9267 -3.0128 -0.112 0.082 -0.021
H -1.7248 3.1714 -3.9561 0.080 -0.159 0.090
F -1.4305 -1.1902 -3.5858 0.183 0.032 -0.681
C -1.8587 -1.7728 -2.4256 -0.242 -0.523 -0.490
F -3.2215 -1.5891 -2.4329 -0.559 -0.070 0.000
H -1.6794 -2.8512 -2.5473 0.103 0.258 0.285
```
Positions in Å, forces in eV/Å.

Computed properties:
Highest occupied orbital energy (alpha / beta), eV: -8.18 / -8.21
2S+1: 2
⟨S²⟩: 0.7614
Charge: 0
LUMO energy (alpha / beta), eV: -1.0634 / -1.0324

Here are the Löwdin charges for atoms 1 to 8, given in e: 0.983 -0.360 0.900 -1.112 0.680 -0.143 -0.156 -0.066

=====

This record from OMol25 describes a structure of composition C32H28AuFNOP2. The level of theory is wB97M-V/def2-TZVPD.

The geometry in XYZ format:
```
66
Properties=species:S:1:pos:R:3:forces:R:3
Au -1.0330 1.1351 0.2402 0.256 -0.307 -0.552
C 1.9386 -0.3981 1.1282 -0.098 -0.001 0.087
C 1.0781 -1.5659 0.6334 -0.035 -0.008 0.022
P -0.7002 -1.1851 0.8861 -0.018 0.241 0.140
C -0.9165 -1.3467 2.6858 0.012 -0.072 -0.033
C -0.8976 -0.2309 3.5182 -0.001 0.140 0.008
C -0.9982 -0.3765 4.8951 -0.001 -0.050 -0.014
C -1.1253 -1.6414 5.4504 0.005 0.008 -0.035
C -1.1535 -2.7607 4.6280 0.007 0.054 -0.017
C -1.0498 -2.6149 3.2535 0.005 -0.069 -0.013
C -1.6563 -2.5230 0.1590 0.038 -0.087 0.018
C -1.0554 -3.6325 -0.4266 -0.018 -0.087 -0.042
C -1.8426 -4.6397 -0.9738 0.036 0.055 0.014
C -3.2236 -4.5376 -0.9348 -0.050 0.021 0.007
C -3.8283 -3.4281 -0.3524 0.060 -0.008 -0.008
C -3.0481 -2.4212 0.1880 -0.052 -0.023 0.059
P 1.4898 1.1634 0.2732 -0.190 0.008 0.092
C 1.9028 0.8608 -1.4636 0.058 0.105 -0.066
C 2.9404 0.0010 -1.8289 0.038 -0.008 -0.009
C 3.2502 -0.1929 -3.1662 -0.061 0.050 0.024
C 2.5341 0.4808 -4.1489 0.020 -0.012 -0.002
C 1.5121 1.3489 -3.7958 0.007 -0.017 0.054
C 1.1952 1.5361 -2.4570 -0.060 -0.031 -0.051
C 2.6659 2.3996 0.8809 -0.019 -0.038 0.121
C 3.3734 3.2240 0.0112 0.040 0.028 -0.101
C 4.2512 4.1756 0.5148 -0.035 -0.033 0.032
C 4.4283 4.3081 1.8842 -0.013 -0.017 -0.025
C 3.7208 3.4920 2.7576 -0.017 -0.008 -0.058
C 2.8394 2.5468 2.2581 -0.066 0.010 0.096
H 3.0044 -0.5991 1.0219 0.001 -0.058 -0.044
H 1.7538 -0.2398 2.1939 0.043 0.026 0.014
H 1.3131 -2.4748 1.1900 0.053 -0.017 -0.012
H 1.2494 -1.7571 -0.4286 -0.018 0.034 0.002
H -0.8153 0.7697 3.1040 -0.007 -0.034 -0.053
H -0.9874 0.4986 5.5310 -0.001 0.001 -0.006
H -1.2108 -1.7556 6.5230 0.001 0.001 -0.009
H -1.2616 -3.7475 5.0580 0.000 0.000 -0.012
H -1.0855 -3.4947 2.6211 0.000 0.019 -0.008
H 0.0220 -3.7273 -0.4625 -0.001 -0.002 0.005
H -1.3746 -5.5026 -1.4282 0.011 0.007 0.004
H -3.8345 -5.3222 -1.3615 0.003 0.006 0.003
H -4.9064 -3.3463 -0.3286 0.001 0.003 0.003
H -3.5223 -1.5493 0.6248 0.022 0.011 0.002
H 3.5181 -0.5184 -1.0739 -0.002 0.011 -0.021
H 4.0521 -0.8643 -3.4432 -0.002 0.003 0.014
H 2.7765 0.3273 -5.1923 -0.002 0.003 0.009
H 0.9540 1.8748 -4.5593 0.003 -0.004 0.013
H 0.3814 2.2014 -2.1935 0.002 -0.005 0.026
H 3.2527 3.1238 -1.0608 -0.010 -0.016 0.024
H 4.8000 4.8121 -0.1665 -0.007 -0.014 -0.007
H 5.1164 5.0471 2.2726 -0.007 -0.003 -0.006
H 3.8529 3.5951 3.8264 -0.004 -0.011 -0.007
H 2.2826 1.9280 2.9539 0.004 -0.004 -0.019
F -3.9565 0.8858 -5.2274 0.009 -0.011 0.023
C -3.4037 0.9299 -4.0034 -0.046 -0.075 -0.115
C -3.3891 2.1253 -3.3226 0.013 0.113 0.114
C -2.8102 2.1636 -2.0568 -0.001 -0.060 -0.059
C -2.2543 1.0265 -1.4934 -0.144 -0.012 0.157
C -2.2994 -0.1744 -2.2049 0.066 0.094 -0.015
C -2.8708 -0.2263 -3.4702 0.023 0.019 0.070
H -3.8266 3.0060 -3.7739 0.015 -0.005 0.019
H -2.8005 3.1187 -1.5478 0.007 0.024 0.024
H -1.8827 -1.0904 -1.8092 0.007 0.091 0.001
H -2.9058 -1.1456 -4.0399 0.014 0.000 0.021
O -1.8883 3.9539 0.2511 0.109 -0.343 -0.154
N -1.6352 2.9710 0.7788 -0.001 0.362 0.249
```
Positions in Å, forces in eV/Å.

Computed properties:
Highest occupied orbital energy (alpha / beta), eV: -10.80 / -10.80
2S+1: 1
Charge: +1
LUMO energy (alpha / beta), eV: -3.8121 / -3.8128

Here are the Löwdin charges for atoms 1 to 8, given in e: 0.766 -0.378 -0.363 0.948 -0.357 -0.113 -0.067 -0.061

=====

Electronic energy: -3905.3387; -3750.4972; -2284.1730 (Ha)
ΔE to the lowest compared entry with this formula, charge and spin: 0.000; 1.674; 1.624 (eV)